1.
This record from OMol25 describes CH11N2Tc as an isolated structure. The level of theory is ωB97M-V/def2-TZVPD.

ΔE to the lowest compared entry with this formula, charge and spin ... 15.6 kcal per mole
Kohn-Sham gap (alpha / beta) ... 9.4 / 9.2 eV
E ... -234.62253 Ha
Highest occupied orbital energy (alpha / beta) ... -13.51 / -14.00 eV
<S²> ... 3.770
LUMO (alpha / beta) ... -4.16 / -4.79 eV

ORCA input file:
```
! wB97M-V def2-TZVPD RIJCOSX def2/J DEFGRID3
* xyz 1 4
C 0.1070 0.7256 -1.9058
Tc -0.5827 -0.1909 -0.2169
N -0.6191 -1.5190 1.5265
H 0.4406 -1.3905 -0.3371
H 0.2647 -1.5231 2.0390
H -0.9881 -0.8946 -1.5411
H -0.0467 0.0833 -2.8277
H 1.1300 1.1953 -2.1173
H -0.6782 1.4326 -2.1730
H -1.3348 -1.2078 2.1770
H -0.8313 -2.4903 1.3012
N 0.6257 1.2500 0.8508
H 1.6260 1.1605 0.6725
H 0.5123 1.1180 1.8819
H 0.3746 2.2509 0.6700
*
```

Results of the Löwdin charge analysis, in e, for atoms 1 through 5: -0.375 1.043 -0.082 0.026 0.072

2.
This record from OMol25 describes C4H7NO as an isolated structure. The level of theory is ωB97M-V/def2-TZVPD.

ΔE to the lowest compared entry with this formula, charge and spin ... 69.6 kcal per mole
Kohn-Sham gap ... 10.6 eV
E ... -286.52072 Ha
Highest occupied orbital energy ... -9.59 eV
LUMO ... 0.98 eV

ORCA input file:
```
! wB97M-V def2-TZVPD RIJCOSX def2/J DEFGRID3
* xyz 0 1
C -1.4078 -0.1196 0.5932
C -0.5263 1.3267 -0.5346
C -0.5547 -0.3766 -0.6278
C 1.5343 -0.7959 0.4071
N -1.4484 1.1542 0.5955
O 0.5968 -1.1362 -0.5996
H -1.9114 -0.7824 1.2769
H 0.4316 1.7332 -0.2346
H -0.9508 1.8594 -1.3782
H -1.1308 -0.7029 -1.4946
H 1.0630 -0.2749 1.2445
H 2.3224 -0.1618 -0.0139
H 1.9821 -1.7232 0.7660
*
```

Results of the Löwdin charge analysis, in e, for atoms 1 through 5: -0.134 -0.104 -0.268 -0.091 0.049

3.
This record from OMol25 describes C33H40MgN12O3S2 as an isolated structure. The level of theory is ωB97M-V/def2-TZVPD.

ΔE to the lowest compared entry with this formula, charge and spin ... 12.3 kcal per mole
Kohn-Sham gap ... 8.0 eV
E ... -3160.46248 Ha
Highest occupied orbital energy ... -12.38 eV
LUMO ... -4.33 eV

ORCA input file:
```
! wB97M-V def2-TZVPD RIJCOSX def2/J DEFGRID3
* xyz 2 1
Mg -0.0854 0.3145 -0.0689
N 2.3549 -0.2397 1.5134
N 3.5745 0.0311 0.9107
C 3.6626 0.6691 -0.2732
N 4.9132 0.8909 -0.6844
S 2.3437 1.1662 -1.2099
H 2.2883 0.2801 2.3786
H 2.3024 -1.2238 1.7226
H 4.4154 -0.2110 1.4016
H 5.7242 0.6833 -0.1239
H 5.0434 1.4138 -1.5306
O -0.7449 -0.5375 1.8161
C -1.3210 0.1113 2.9993
C -2.6163 0.8483 2.7081
C -2.5408 1.7900 1.4915
C -1.3534 2.7119 1.5693
C -1.4761 3.9673 2.1477
C -0.3629 4.7776 2.2779
C 0.8587 4.3047 1.8259
C 0.9108 3.0486 1.2587
N -0.1639 2.2429 1.1162
H -1.3980 -1.1774 1.4866
H -0.5606 0.7994 3.3561
H -1.4803 -0.6372 3.7667
H -2.8691 1.4188 3.6030
H -3.4267 0.1326 2.5461
H -3.4619 2.3672 1.4324
H -2.4642 1.2029 0.5836
H -2.4483 4.3011 2.4918
H -0.4460 5.7622 2.7260
H 1.7590 4.9021 1.9059
H 1.8454 2.6674 0.8731
C -4.8599 -3.4574 -0.8045
N -3.9477 -2.2945 -0.8113
C -2.7056 -2.1899 -0.3369
N -2.1927 -0.9969 -0.6361
C -3.2194 -0.4195 -1.3397
N -4.2913 -1.1686 -1.4644
C -4.9011 -4.1506 -2.1491
C -6.1088 -4.3426 -2.8039
C -6.1382 -4.9547 -4.0524
C -4.9613 -5.3566 -4.6594
C -3.7490 -5.1633 -3.9996
C -3.7237 -4.5729 -2.7456
C -2.4991 -5.5644 -4.6439
N -2.3290 -6.2064 -5.7425
N -0.9440 -6.3088 -5.9285
C -0.3970 -5.7285 -4.9222
O -1.3196 -5.2265 -4.0641
C 1.0264 -5.5498 -4.6324
C 1.9688 -6.1541 -5.4531
C 3.3184 -5.9801 -5.1823
C 3.7225 -5.2105 -4.1035
C 2.7800 -4.6051 -3.2787
C 3.2928 -3.7831 -2.1157
N 2.2551 -3.0979 -1.3352
C 1.5874 -1.9842 -1.6337
N 0.7424 -1.6883 -0.6538
C 0.9445 -2.7210 0.2339
N 1.8488 -3.5925 -0.1402
C 1.4315 -4.7758 -3.5435
H -5.8439 -3.0901 -0.5486
H -4.5176 -4.1255 -0.0184
H -2.2080 -2.9949 0.1974
H -3.1698 0.5798 -1.7475
H -7.0360 -4.0156 -2.3390
H -7.0862 -5.1051 -4.5566
H -4.9586 -5.8176 -5.6411
H -2.7702 -4.4469 -2.2429
H 1.6321 -6.7540 -6.2917
H 4.0622 -6.4505 -5.8175
H 4.7850 -5.0845 -3.8985
H 3.9866 -3.0303 -2.4761
H 3.8158 -4.4183 -1.4145
H 1.7359 -1.4270 -2.5462
H 0.4122 -2.8213 1.1717
H 0.6728 -4.3285 -2.9114
O -0.7248 1.4366 -1.5700
S -0.7446 1.7832 -3.0622
C 0.4372 3.1456 -3.2709
C -0.3080 4.2579 -4.0001
C -1.6935 4.3047 -3.3576
C -2.1880 2.8602 -3.3308
H 1.3160 2.7715 -3.7969
H 0.7093 3.4258 -2.2512
H -0.3888 4.0349 -5.0660
H 0.2242 5.2026 -3.9017
H -2.3840 4.9390 -3.9094
H -1.6190 4.6966 -2.3417
H -2.6063 2.5505 -4.2906
H -2.9143 2.6563 -2.5436
*
```

Results of the Löwdin charge analysis, in e, for atoms 1 through 5: 0.542 0.051 -0.058 -0.799 0.117

4.
This record from OMol25 describes an isolated ion of composition C6H13N2 and charge +1. The level of theory is ωB97M-V/def2-TZVPD.

ΔE to the lowest compared entry with this formula, charge and spin ... 63.9 kcal per mole
Kohn-Sham gap ... 9.8 eV
E ... -345.59425 Ha
Highest occupied orbital energy ... -13.37 eV
SMILES ... CC1(C)C=NC[C@H]1[NH3+]
LUMO ... -3.55 eV

ORCA input file:
```
! wB97M-V def2-TZVPD RIJCOSX def2/J DEFGRID3
* xyz 1 1
C 0.1678 1.0684 -1.2261
C 1.9047 0.6982 0.3183
C 0.6943 -0.1444 0.9049
C -0.3409 -0.2347 -0.6287
C -1.8229 -0.2566 -0.2474
C 0.0189 -1.4700 -1.4537
N 1.2505 1.4865 -0.7305
N -0.0593 0.6533 1.9450
H -0.3299 1.5065 -2.0833
H 2.5438 1.3357 1.0862
H 2.5561 0.0423 -0.3316
H 0.7694 -1.0992 1.2763
H -2.1349 -1.0561 0.3848
H -2.3877 -0.3429 -1.2301
H -2.1665 0.7282 0.3040
H -0.4339 -2.2565 -0.8567
H 1.0181 -1.5880 -1.6524
H -0.6608 -1.6769 -2.4348
H -0.9639 0.9028 1.6398
H 0.5072 1.5502 2.2089
H -0.1303 0.1531 2.8072
*
```

Results of the Löwdin charge analysis, in e, for atoms 1 through 5: -0.111 -0.141 -0.106 -0.404 -0.060

5.
This record from OMol25 describes C7H9NO as an isolated structure. The level of theory is ωB97M-V/def2-TZVPD.

ΔE to the lowest compared entry with this formula, charge and spin ... 179.2 kcal per mole
Kohn-Sham gap ... 9.5 eV
E ... -401.85537 Ha
Highest occupied orbital energy ... -8.64 eV
LUMO ... 0.86 eV

ORCA input file:
```
! wB97M-V def2-TZVPD RIJCOSX def2/J DEFGRID3
* xyz 0 1
C 2.3669 -0.8538 -0.2177
C 0.7874 -0.5116 -0.0489
C -0.2717 -1.3311 -0.1970
C -1.6435 -0.9914 0.3155
C -1.9981 0.4248 0.2118
C -0.8479 1.2482 -0.4446
C 0.4141 0.9091 0.3078
H 2.7367 -1.8122 -0.8423
H 2.8255 0.3660 -0.6425
H 2.8557 -0.7586 0.9199
H -0.1222 -2.3315 -0.4635
H -1.9876 -1.6768 1.1266
H -2.8756 0.7808 0.7123
H -0.6799 0.9465 -1.5530
H 0.3589 2.9714 0.2997
H 0.2907 1.0475 1.4321
N 0.2479 2.1310 -0.2855
O -2.4574 -0.5582 -0.6306
*
```

Results of the Löwdin charge analysis, in e, for atoms 1 through 5: -0.078 -0.236 -0.002 -0.302 -0.181

6.
This record from OMol25 describes C34H42N7OP2Tc as an isolated structure. The level of theory is ωB97M-V/def2-TZVPD.

ΔE to the lowest compared entry with this formula, charge and spin ... 3.7 kcal per mole
Kohn-Sham gap (alpha / beta) ... 6.0 / 4.1 eV
E ... -2542.04619 Ha
Highest occupied orbital energy (alpha / beta) ... -15.07 / -15.07 eV
<S²> ... 3.780
LUMO (alpha / beta) ... -9.06 / -11.01 eV

ORCA input file:
```
! wB97M-V def2-TZVPD RIJCOSX def2/J DEFGRID3
* xyz 3 4
Tc -0.3838 1.0519 -0.3708
C 3.2341 0.5754 1.9751
C 2.8983 0.8662 3.3000
C 1.6246 1.2916 3.5713
C 0.6820 1.4393 2.5368
N 1.0078 1.1505 1.2595
C 2.2684 0.7194 1.0146
N -0.5303 1.9454 2.9296
C -1.5984 2.0043 2.2310
N -1.8436 1.5036 0.9450
C -3.1140 1.9463 0.5505
N -3.7220 1.7599 -0.5601
C -3.2859 0.9052 -1.5416
C -4.2851 0.4613 -2.4254
C -4.0071 -0.5068 -3.3542
C -2.7169 -1.0447 -3.3867
C -1.7789 -0.5393 -2.5292
N -2.0147 0.4624 -1.6440
C -3.7050 2.7181 1.6483
C -4.9348 3.3443 1.7511
C -5.2116 3.9850 2.9531
C -4.2930 3.9874 4.0052
C -3.0615 3.3528 3.8929
C -2.7929 2.7219 2.6909
H 4.2284 0.2561 1.6971
H 3.6270 0.7708 4.0938
H 1.3045 1.5481 4.5703
H 2.4895 0.4971 -0.0171
H -5.2694 0.8910 -2.3125
H -4.7754 -0.8627 -4.0273
H -2.4498 -1.8356 -4.0730
H -0.7746 -0.9321 -2.5214
H -5.6450 3.3330 0.9361
H -6.1585 4.4915 3.0819
H -4.5501 4.4946 4.9252
H -2.3463 3.3487 4.7035
C -0.0010 4.4706 0.8015
P -0.2813 3.4805 -0.6839
C -1.7346 4.2207 -1.4718
C 1.1126 3.9064 -1.7818
C 1.1016 2.9865 -2.9948
P 1.1884 1.2298 -2.4889
C 2.9826 0.9422 -2.3311
C 0.8209 0.3822 -4.0550
H 0.1144 5.5156 0.5067
H 0.9040 4.1482 1.3157
H -0.8453 4.3986 1.4862
H -1.5309 5.2672 -1.7062
H -2.5897 4.1785 -0.7988
H -1.9977 3.6913 -2.3873
H 2.0393 3.8071 -1.2090
H 1.0332 4.9552 -2.0760
H 1.9256 3.2005 -3.6790
H 0.1777 3.1125 -3.5666
H 3.4503 1.1269 -3.2995
H 3.2017 -0.0870 -2.0433
H 3.4287 1.6185 -1.6019
H 1.4564 0.8180 -4.8283
H -0.2187 0.5179 -4.3428
H 1.0422 -0.6836 -3.9930
C 4.5023 -5.7736 -0.5862
C 3.0377 -6.2566 -0.4472
N 2.1907 -5.3335 0.2883
C 1.9659 -5.5461 1.7034
C 3.1590 -5.0679 2.5554
C 1.7231 -4.1665 -0.4260
O 2.2955 -3.8788 -1.4410
C 0.5666 -3.3698 0.0750
C -0.6207 -3.9080 0.5649
C -1.6704 -3.0514 0.8391
C -1.5138 -1.6988 0.5943
N -0.3856 -1.1720 0.0918
C 0.6306 -1.9968 -0.1573
H 5.0469 -6.5840 -1.0682
H 4.9600 -5.5853 0.3803
H 4.5542 -4.8869 -1.2092
H 3.0087 -7.2044 0.0878
H 2.6096 -6.3709 -1.4434
H 1.8161 -6.6173 1.8465
H 1.0744 -5.0073 2.0067
H 4.0524 -5.6547 2.3625
H 2.8795 -5.2039 3.5986
H 3.3667 -4.0127 2.3820
H -0.7479 -4.9750 0.6987
H -2.6113 -3.4219 1.2200
H -2.3157 -0.9991 0.7901
H 1.5292 -1.5632 -0.5773
*
```

Results of the Löwdin charge analysis, in e, for atoms 1 through 5: 1.373 -0.003 0.015 0.046 -0.299

7.
This record from OMol25 describes a 15-piece molecular cluster, H31O15 overall. The level of theory is ωB97M-V/def2-TZVPD.

ΔE to the lowest compared entry with this formula, charge and spin ... 56.8 kcal per mole
Kohn-Sham gap ... 10.5 eV
E ... -1146.91234 Ha
Highest occupied orbital energy ... -13.33 eV
LUMO ... -2.81 eV

ORCA input file:
```
! wB97M-V def2-TZVPD RIJCOSX def2/J DEFGRID3
* xyz 1 1
O 0.4956 3.8163 -0.5491
H 1.3826 4.0394 -0.8516
H 0.0867 3.2249 -1.2181
O 0.3279 -0.5550 -4.0889
H 0.9235 -0.6251 -3.3354
H 0.6766 -1.3239 -4.5930
O 0.3061 3.2954 2.2565
H -0.5323 3.4712 1.8036
H 0.2687 2.2132 2.4184
O -1.0424 2.1501 -2.4221
H -1.1781 3.1104 -2.5783
H -1.9171 1.7348 -2.4371
O 0.7715 0.4686 -1.6912
H 1.5808 0.9602 -1.5445
H 0.1146 1.0563 -2.1140
O -1.1934 1.4353 1.7946
H -1.6755 1.1877 1.0016
H 1.0149 3.3331 1.5395
O -3.5326 -2.9128 -0.9747
H -3.8662 -2.2492 -0.3629
H -3.6966 -2.7423 -1.8996
O 0.6511 -0.6939 1.1491
H 0.2984 -1.4729 1.5679
H 0.5623 -0.4904 0.2092
O 3.8617 -0.3850 -1.6924
H 4.2958 -0.7513 -2.4586
H 3.6668 -1.0351 -1.0078
O -1.2894 -2.2624 0.2476
H -1.7020 1.0181 2.5423
O -2.1412 -0.0423 -1.8904
H -1.8682 -0.2885 -2.7740
H -1.7917 -0.5191 -1.1370
O 3.9233 -0.9950 1.2154
H 2.9976 -1.1135 1.0067
H 4.3298 -1.8078 1.5067
O 0.3746 0.9309 3.5155
H 0.6342 0.2099 2.9064
H 1.1022 1.4151 3.9640
O -2.9998 -0.0480 3.0056
H -3.1095 -1.0196 3.0062
H -3.4118 0.3911 3.7663
O 1.9287 -3.4984 0.3975
H 1.8222 -4.4072 0.6811
H 1.1191 -3.0500 0.6385
H -1.9683 -2.8824 -0.0990
H -0.6013 -2.2910 -0.4209
*
```

Results of the Löwdin charge analysis, in e, for atoms 1 through 5: -0.041 0.066 0.018 -0.072 0.000

8.
This record from OMol25 describes a 2-piece molecular cluster, C5H7Cl overall. The level of theory is ωB97M-V/def2-TZVPD.

ΔE to the lowest compared entry with this formula, charge and spin ... 85.0 kcal per mole
Kohn-Sham gap ... 10.1 eV
E ... -654.75513 Ha
Highest occupied orbital energy ... -9.14 eV
SMILES ... ClC1=CC1.C=C
LUMO ... 0.96 eV

ORCA input file:
```
! wB97M-V def2-TZVPD RIJCOSX def2/J DEFGRID3
* xyz 0 1
C -1.1499 -1.9189 0.3019
C -1.6383 -0.6300 -0.2118
C -0.9360 -1.2672 -1.1081
C 1.5270 1.7915 -0.3429
C 1.2965 1.2706 0.8811
Cl -2.3367 0.7870 0.1440
H -1.7725 -2.8357 0.3408
H -0.3766 -1.5214 -2.0100
H 2.5037 1.7529 -0.8079
H -0.3541 -1.8249 0.9568
H 0.7599 2.3833 -0.7759
H 2.1189 0.7393 1.2625
H 0.3581 1.2736 1.3695
*
```

Results of the Löwdin charge analysis, in e, for atoms 1 through 5: -0.123 -0.849 -0.007 -0.057 -0.065

Computed values of F_max (unit: eV/Å) for the preceding records, in sequence: 3.48 2.54 0.62 4.75 5.31 5.09 2.71 3.50.